Record 1
Formula: C3H11NO2
Source: the Open Molecules 2025 dataset
Level of theory: ωB97M-V with the def2-TZVPD basis set

Element x y z (Å)
C (0.73965, -0.87850, -1.16615)
C (0.36830, 0.59080, -1.15323)
C (1.01148, 1.44636, -0.36519)
N (0.72258, 2.80178, -0.26756)
H (0.93988, -1.14066, -0.12825)
H (-0.06473, -1.51297, -1.52523)
H (1.61685, -1.16846, -1.73456)
H (-0.37441, 0.94882, -1.85748)
H (1.96121, 1.23607, 0.11483)
H (1.12919, 3.36665, 0.45236)
H (-0.19586, 3.08941, -0.54600)
O (-0.28946, -0.00660, 2.92505)
H (-0.33028, 0.25583, 2.00007)
H (0.12253, -0.87512, 2.82554)
O (-2.16946, -2.95094, 0.27971)
H (-2.86761, -2.50889, 0.78111)
H (-2.31984, -2.69356, -0.63502)

As for the total energy: -8873.675 eV. Its SMILES is C/C=C/N.O.O. Its largest force on an atom is 1.262 eV/Å.


Record 2
Formula: C3H11NO2
Source: the Open Molecules 2025 dataset
Level of theory: ωB97M-V with the def2-TZVPD basis set

Element x y z (Å)
C (0.12796, 0.08092, -2.54742)
N (0.01618, 0.57828, -1.14979)
C (0.98902, -0.14978, -0.29490)
C (0.95471, 0.41346, 1.11470)
O (0.32375, -0.54124, 1.97934)
H (-0.18682, -0.96611, -2.55295)
H (1.18077, 0.14207, -2.81765)
H (-0.55109, 0.67641, -3.15411)
H (-0.87762, 0.24749, -0.79428)
H (0.74652, -1.21664, -0.21506)
H (1.94979, 0.01139, -0.76728)
H (1.91034, 0.69884, 1.51354)
H (0.47352, 1.39819, 1.11479)
H (0.18277, -0.08809, 2.82405)
O (-2.63275, -0.49597, 2.21586)
H (-1.79735, -0.02745, 2.22057)
H (-2.80968, -0.76176, 1.31060)

As for the total energy: -8873.486 eV. Its SMILES is CNCCO.O. Its largest force on an atom is 1.566 eV/Å.


Record 3
Formula: C3H11NO2
Source: the Open Molecules 2025 dataset
Level of theory: ωB97M-V with the def2-TZVPD basis set

Element x y z (Å)
C (1.65613, -2.51136, -2.83839)
N (0.54378, -2.48522, -2.22189)
C (-0.52316, -1.65930, -2.77110)
C (-1.38009, -0.81391, -1.77813)
H (1.61014, -2.08596, -3.82568)
H (2.59066, -2.46025, -2.27630)
H (-0.04884, -0.97113, -3.45077)
H (-1.23067, -2.31800, -3.25347)
H (-0.73700, 0.03117, -1.55321)
H (-2.29678, -0.52228, -2.31397)
H (-1.70231, -1.17600, -0.78903)
O (1.29143, 4.70643, 4.35638)
H (1.96627, 4.01791, 4.35897)
H (1.30442, 4.99963, 3.43412)
O (-1.37474, 1.05752, 3.38343)
H (-1.02060, 0.59795, 4.14977)
H (-2.24067, 1.37527, 3.65544)

As for the total energy: -8872.523 eV. Its SMILES is C=NCC.O.O. Its largest force on an atom is 2.417 eV/Å.


Record 4
Formula: C3H11NO2
Source: the Open Molecules 2025 dataset
Level of theory: ωB97M-V with the def2-TZVPD basis set

Element x y z (Å)
C (1.39090, -0.81378, 1.03932)
C (0.53372, 0.46936, 1.04071)
C (-0.74652, 0.29044, 0.21681)
O (-1.56602, -0.86443, 0.45865)
N (2.80936, -0.72127, 1.36136)
H (1.06936, -1.50152, 1.85202)
H (1.29732, -1.34447, 0.09313)
H (0.24444, 0.62976, 2.08450)
H (1.14016, 1.35735, 0.85246)
H (-1.42055, 1.06787, 0.58210)
H (-0.62537, 0.42376, -0.84874)
H (-1.18749, -1.54309, -0.08216)
H (3.30123, -1.40416, 0.77894)
H (3.31583, 0.16983, 1.39382)
H (-2.59793, 1.44344, -3.19933)
H (-3.42787, 1.13638, -4.30049)
O (-3.53058, 1.20453, -3.32311)

As for the total energy: -8864.292 eV. Its charge is +1. Its spin multiplicity is 2. Its largest force on an atom is 2.972 eV/Å.


Record 5
Formula: C3H11NO2S
Source: the Open Molecules 2025 dataset
Level of theory: ωB97M-V with the def2-TZVPD basis set

Element x y z (Å)
N (0.73679, -1.72795, 0.34917)
C (-0.61967, -1.14254, 0.24706)
C (-1.20098, -1.02484, 1.61310)
O (-1.27332, -2.13781, 2.46568)
C (-0.76586, 0.15863, -0.49520)
S (-0.56580, -0.32525, -2.47298)
H (1.40397, -0.90965, 0.48749)
H (0.84618, -2.32857, -0.46605)
H (-1.21005, -2.04766, -0.21002)
H (-0.68658, -0.20433, 2.17124)
H (-2.24684, -0.73208, 1.54346)
H (-0.42258, -2.62195, 2.31585)
H (-1.84531, 0.50240, -0.46539)
H (0.08491, 0.77182, -0.23262)
H (0.66089, 0.34785, -2.48002)
O (2.35559, 4.78576, -1.20680)
H (3.10924, 4.21223, -1.36253)
H (1.63943, 4.42396, -1.80143)

As for the total energy: -19708.337 eV. Its SMILES is N[C@@H](CO)CS.O. Its largest force on an atom is 3.812 eV/Å.


Record 6
Formula: C3H11NO3
Source: the Open Molecules 2025 dataset
Level of theory: ωB97M-V with the def2-TZVPD basis set

Element x y z (Å)
O (2.13636, 0.49279, 0.89991)
C (1.71263, 0.41325, -0.47493)
C (0.36664, 1.12563, -0.56761)
N (-0.63503, 0.37313, 0.17184)
C (-1.93276, 0.55844, -0.44994)
O (-2.98540, 0.06116, 0.35882)
H (2.51635, -0.35222, 1.15734)
H (2.46015, 0.94048, -1.06188)
H (1.53700, -0.62977, -0.75435)
H (0.50392, 2.15172, -0.19944)
H (0.12659, 1.21198, -1.62291)
H (-0.63986, 0.73600, 1.11305)
H (-2.15610, 1.62957, -0.57923)
H (-1.98366, 0.05264, -1.39773)
H (-2.64245, -0.59898, 0.97228)
O (0.67312, -2.84861, 0.45264)
H (1.00773, -3.05924, 1.33179)
H (-0.06521, -2.25796, 0.65035)

As for the total energy: -10921.207 eV. Its SMILES is OCCNCO.O. Its largest force on an atom is 1.394 eV/Å.


Record 7
Formula: C3H11NO3
Source: the Open Molecules 2025 dataset
Level of theory: ωB97M-V with the def2-TZVPD basis set

Element x y z (Å)
O (-3.01618, -0.88328, 0.57788)
C (-1.83554, -1.31206, 0.85762)
C (-0.83483, -0.00888, 0.89659)
C (-0.95375, 0.69303, -0.45142)
N (0.45238, -0.40200, 1.20201)
H (-1.74198, -1.80170, 1.82438)
H (-1.22848, 0.63818, 1.67365)
H (-0.57997, 1.72274, -0.44640)
H (-0.37482, 0.15406, -1.22031)
H (-2.00472, 0.65438, -0.73529)
H (1.05373, -0.53804, 0.30061)
H (0.86954, 0.13276, 1.95715)
H (2.43572, 0.77808, -1.31782)
H (2.48982, 2.34538, -1.20305)
O (3.00659, 1.59142, -1.49980)
H (2.03608, -1.28510, -1.44021)
H (-1.36479, -1.95885, 0.08757)
O (1.59117, -0.52010, -1.06316)

As for the total energy: -10915.940 eV. Its largest force on an atom is 5.868 eV/Å.


Record 8
Formula: C3H11NO3
Source: the Open Molecules 2025 dataset
Level of theory: ωB97M-V with the def2-TZVPD basis set

Element x y z (Å)
N (0.85353, 0.78562, 0.45367)
C (-0.40785, 0.35634, -0.18078)
C (-1.59847, 0.98236, 0.52938)
O (-1.75889, 0.29828, 1.75342)
C (-0.42675, 0.69484, -1.65442)
O (0.56910, 0.03306, -2.44665)
H (0.74687, 0.56769, 1.44221)
H (1.55384, 0.12709, 0.11918)
H (-0.56124, -0.73187, -0.11443)
H (-2.48037, 0.88450, -0.11368)
H (-1.38875, 2.05284, 0.63485)
H (-2.36452, 0.78347, 2.32257)
H (-0.24372, 1.76997, -1.78533)
H (-1.39477, 0.47102, -2.09949)
H (1.11225, -0.50374, -1.87621)
O (2.64606, -2.47251, 0.93287)
H (3.31455, -3.16635, 0.93300)
H (1.82915, -2.93261, 1.14983)

As for the total energy: -10921.348 eV. Its SMILES is NC(CO)CO.O. Its largest force on an atom is 1.021 eV/Å.